The following is a DFT calculation (ωB97M-V/def2-TZVPD) of 5 unconnected molecules or ions with the total composition C17H25IO20S4 in a non-equilibrium geometry.

```
67
Properties=species:S:1:pos:R:3:forces:R:3
C -6.24005 -2.20723 0.78917 -0.48 0.30 -0.71
C -5.89679 -0.70395 0.62901 -0.40 -0.55 0.61
C -4.63184 -0.22791 1.41639 0.02 -0.07 -0.13
I -5.20530 1.07269 3.04722 0.17 -0.10 -0.30
C -3.70847 -1.35132 1.84004 0.18 0.01 -0.41
C -2.90889 -2.00580 0.99205 -0.21 0.38 0.95
C -2.76536 -1.79823 -0.49068 0.10 -0.62 -0.10
C -1.30413 -1.88821 -0.97199 -1.02 -1.75 -0.47
O -0.49611 -1.04018 -0.81725 0.91 1.49 0.43
C -2.12750 -3.00814 1.82268 -1.27 1.10 -1.12
O -1.23787 -3.63167 1.37868 1.67 -1.50 -0.18
O -2.58328 -3.04429 3.10586 0.32 0.49 -1.16
C -3.44197 -1.93894 3.20586 0.04 -0.30 -1.30
O -3.79674 -1.60672 4.25667 -1.05 0.82 2.17
H -7.28206 -2.33168 0.44622 0.35 -0.04 0.23
H -5.64617 -2.82954 0.09970 0.02 0.08 0.56
H -6.19154 -2.57265 1.82397 0.15 0.13 -0.31
H -5.81020 -0.47475 -0.44394 0.18 0.01 0.34
H -6.76371 -0.13953 1.00017 0.36 -0.04 -0.21
H -4.04739 0.40537 0.73295 -0.14 -0.03 0.48
H -3.19800 -0.84420 -0.83259 0.22 -0.20 0.37
H -3.35326 -2.59772 -0.97815 0.30 0.24 0.03
H -1.01689 -2.81910 -1.51533 -0.28 0.18 0.18
O 0.44192 4.91239 -3.06579 -0.05 0.27 0.22
S -0.23120 4.18917 -2.04861 0.09 -0.73 -0.17
O -1.13841 4.80495 -1.14656 0.03 0.18 -0.14
O 0.87254 3.37838 -1.19847 -0.14 0.19 -0.46
C 0.58007 1.97371 -1.23380 -0.36 -0.41 0.34
C -0.13122 1.75981 -2.55081 0.55 -0.23 -0.38
O -0.95860 2.91995 -2.71496 0.02 0.32 0.60
H -0.07024 1.73783 -0.38917 0.02 -0.04 -0.02
H 1.49415 1.38993 -1.15957 0.09 0.22 -0.03
H -0.73178 0.85525 -2.55633 -0.17 0.17 0.00
H 0.57927 1.72923 -3.38056 -0.01 -0.05 0.02
O 0.31377 -1.55587 -4.60874 -0.03 0.14 -0.27
S 1.68154 -1.18372 -4.72878 0.43 -0.38 0.48
O 2.12502 -0.18994 -5.63684 -0.32 0.10 0.01
O 2.54680 -2.51979 -4.94779 -0.40 0.22 0.25
C 3.52525 -2.64371 -3.90343 0.45 0.23 0.13
C 2.91055 -1.94645 -2.70829 -0.12 -0.27 0.31
O 2.22933 -0.81175 -3.26470 0.10 0.07 -0.60
H 4.43942 -2.14291 -4.22873 -0.01 -0.01 0.03
H 3.73768 -3.69179 -3.70721 -0.18 -0.03 -0.17
H 3.65452 -1.63426 -1.97534 -0.50 0.23 -0.53
H 2.16543 -2.58016 -2.21760 0.03 -0.02 -0.02
O 6.00613 -1.84312 1.46094 0.03 0.22 -0.28
S 4.97604 -2.43434 0.69160 -0.33 -0.40 0.58
O 4.86186 -2.22608 -0.71340 0.67 -0.18 0.52
O 3.56592 -2.08646 1.37872 0.50 -0.12 -0.02
C 2.86943 -3.29603 1.70578 -0.35 -0.37 -0.26
C 3.96085 -4.31795 1.94863 0.00 0.08 0.58
O 4.96319 -4.01710 0.96765 -0.29 0.37 -0.43
H 2.24694 -3.57403 0.85224 -0.03 -0.02 0.05
H 2.23831 -3.14669 2.57839 0.10 0.23 -0.02
H 3.60771 -5.33954 1.83426 0.16 0.01 -0.23
H 4.40740 -4.19662 2.93799 -0.05 -0.01 0.00
O -0.21467 6.23166 4.33131 0.12 0.09 0.22
S 1.13397 5.99117 3.96307 0.04 -0.04 -0.55
O 2.16062 5.80443 4.92326 -0.17 -0.07 0.12
O 1.58620 7.14222 2.93177 -0.37 -0.32 0.12
C 2.01605 6.55169 1.70042 0.47 -0.21 -0.17
C 1.23138 5.26165 1.59074 -0.46 0.23 -0.33
O 1.17398 4.75655 2.93101 0.40 0.33 0.27
H 3.08930 6.35948 1.77045 -0.02 -0.01 -0.03
H 1.82328 7.22472 0.86812 -0.12 0.13 0.18
H 1.70477 4.54093 0.92968 0.02 -0.13 0.22
H 0.20903 5.44690 1.25274 0.05 -0.01 -0.08
```
Forces are in eV/Å.

Summary:
Gap between HOMO and LUMO   8.6 eV
Molecular weight   804.54 g mol⁻¹
SMILES   CC[C@@H](I)C1=C(CC=O)C(=O)OC1=O.O=S1(=O)OCCO1.O=S1(=O)OCCO1.O=S1(=O)OCCO1.O=S1(=O)OCCO1
Spin multiplicity   1
Lowest unoccupied orbital energy   -1.2 eV
Charge   0
E_tot   -110421.61727 eV